# 1
Below is a cluster of 3 separate species, C29H55BFN3O7 in total at a distorted geometry, with properties calculated with the ωB97M-V functional and the def2-TZVPD basis.

```
96
C29H55BFN3O7 (the ωB97M-V functional and the def2-TZVPD basis)
C 3.9735 -0.3982 -0.8494
O 4.0210 -1.8341 -0.8247
C 3.1000 -2.3789 0.1221
C 2.2851 -3.6331 -0.3979
C 1.7848 -3.5174 -1.8889
C 1.1832 -2.1101 -2.2724
C -0.1842 -2.1971 -3.0906
C -0.9010 -0.7993 -2.9374
C -2.4748 -0.8191 -3.0982
C -3.2932 -0.9592 -1.7465
C -4.7840 -1.1539 -2.2643
C -5.5120 0.1879 -2.6357
F -4.6484 1.3051 -2.7609
N -2.7723 -2.2281 -1.1543
C -1.7900 -2.1467 -0.1206
O -1.0573 -3.0370 0.2393
C -1.9044 -0.6472 0.3486
C -0.6035 0.1993 0.6394
O -1.0324 1.5908 0.7226
C -0.1194 2.4395 0.1137
C 0.6888 3.3959 0.8953
C 1.6417 4.2846 0.2111
C 1.8695 4.2478 -1.2356
C 1.0684 3.3051 -2.0122
C 0.1000 2.4555 -1.3392
C -3.0249 0.0490 -0.5588
B -4.1928 0.2628 0.5425
O -5.2382 -0.6968 0.7468
O -4.2545 1.4187 1.3636
H 4.3431 -0.0999 -1.8747
H 2.9309 0.0100 -0.7650
H 4.6677 0.0837 -0.1130
H 2.3388 -1.6213 0.4852
H 3.6526 -2.7046 1.0530
H 2.9884 -4.5173 -0.3496
H 1.4705 -3.8277 0.3477
H 0.9924 -4.3117 -2.0221
H 2.6529 -3.7907 -2.5524
H 1.9388 -1.6056 -2.9446
H 1.0875 -1.4580 -1.3642
H -0.7902 -3.0777 -2.7593
H 0.1183 -2.4123 -4.1577
H -0.4752 -0.1277 -3.7411
H -0.6035 -0.3371 -1.9645
H -2.7581 0.0714 -3.7205
H -2.7161 -1.7201 -3.7386
H -4.7781 -1.7892 -3.1988
H -5.3474 -1.7731 -1.5088
H -6.1921 0.1029 -3.5298
H -6.2053 0.4300 -1.7753
H -2.6891 -3.0205 -1.7892
H -2.3731 -0.7667 1.3788
H -0.2473 -0.0617 1.6698
H 0.2188 0.0604 -0.1095
H 0.5610 3.4581 2.0023
H 2.2364 5.0336 0.7900
H 2.5876 4.8936 -1.7830
H 1.1603 3.1955 -3.1223
H -0.5192 1.7689 -1.9580
H -2.7079 0.9851 -1.0899
H -4.7931 -1.5176 1.0342
H -4.2960 1.0500 2.2675
C -2.6766 7.3900 1.6695
O -1.5834 6.6058 1.2267
C -1.8663 5.7702 0.1106
C -1.7795 6.4818 -1.2518
C -2.9859 7.3650 -1.5570
N -0.5586 7.2881 -1.3650
H -3.6309 6.8685 1.5510
H -2.6979 8.3453 1.1400
H -2.5292 7.6044 2.7295
H -1.1012 4.9907 0.1293
H -2.8304 5.2625 0.2402
H -1.7474 5.7050 -2.0226
H -2.9716 8.3012 -0.9969
H -3.0017 7.6304 -2.6170
H -3.9205 6.8450 -1.3316
H 0.2464 6.6750 -1.2527
H -0.5180 7.8913 -0.5447
C 4.2690 -7.0251 2.7166
O 4.3815 -5.6229 2.5461
C 3.6248 -4.8513 3.4671
C 4.3089 -4.6404 4.8308
C 4.2432 -5.8633 5.7407
N 5.7112 -4.2364 4.6777
H 3.2695 -7.3195 3.0497
H 5.0242 -7.3838 3.4194
H 4.4653 -7.4975 1.7529
H 3.5046 -3.8713 2.9959
H 2.6147 -5.2638 3.5829
H 3.7750 -3.8319 5.3408
H 4.9416 -6.6457 5.4408
H 4.4998 -5.5856 6.7658
H 3.2367 -6.2892 5.7548
H 5.7449 -3.3681 4.1483
H 6.1547 -4.9128 4.0580
```

The highest occupied orbital energy comes out at -8.94 eV. Its lowest unoccupied orbital energy is 0.148 eV. The charge is 0. The calculation puts the orbital gap at 9.09 eV.


# 2
Below is a cluster of 3 separate species, C3H12O4 in total at a distorted geometry, with properties calculated with the ωB97M-V functional and the def2-TZVPD basis.

```
19
C3H12O4 (the ωB97M-V functional and the def2-TZVPD basis)
O -1.3038 1.2877 2.2496
C -1.1301 0.4124 1.1268
C 0.1435 0.7887 0.3555
C 0.2589 -0.0946 -0.9183
O 1.4791 0.0856 -1.6273
H -0.4250 1.4895 2.5888
H -1.9354 0.7171 0.4634
H -0.9756 -0.6143 1.4513
H 1.0140 0.6803 1.0086
H 0.1019 1.8261 0.0017
H -0.5680 0.1469 -1.5826
H 0.2463 -1.1229 -0.5661
H 1.6186 1.0242 -1.7532
O -2.5209 -1.6237 -1.0198
H -2.8417 -2.4286 -1.4492
H -3.2102 -0.9898 -1.2351
O 3.3642 -0.3742 0.6703
H 3.8021 -1.1609 0.3437
H 2.8821 -0.0495 -0.1081
```

The highest occupied orbital energy comes out at -10.20 eV. Its lowest unoccupied orbital energy is 0.549 eV. The charge is 0. The calculation puts the relative energy (zero: lowest compared OMol25 entry of this formula, charge and spin) at 85.50 kJ/mol. The calculation puts the orbital gap at 10.75 eV.


# 3
Below is a cluster of 3 separate species, C24H34F3NO5S in total at a distorted geometry, with properties calculated with the ωB97M-V functional and the def2-TZVPD basis.

```
68
C24H34F3NO5S (the ωB97M-V functional and the def2-TZVPD basis)
F 2.7960 -0.9106 -0.9184
C 2.8312 -1.2362 0.4587
F 4.1466 -1.7035 0.8124
F 1.9181 -2.3138 0.6674
C 2.4939 -0.0119 1.4428
O 3.1262 1.2280 1.0844
C 2.3212 2.0123 0.1713
C 0.9914 2.6452 0.8270
C -0.3730 2.0123 0.2662
C -0.5089 0.5743 -0.3141
C -1.8254 -0.0322 -0.8880
C -3.1318 0.8351 -0.8486
C -2.9897 2.2737 -0.2176
C -1.6655 2.8732 0.3075
S -4.5928 3.2374 -0.1464
C -5.8040 1.8860 0.3152
C -6.9417 2.1305 1.3337
C -7.8637 0.9296 1.6771
C -7.6889 -0.4731 0.9887
C -6.5207 -0.6635 -0.0482
C -5.5296 0.5056 -0.3971
N -4.4254 0.3485 -1.3647
H 1.3617 0.0600 1.6086
H 2.9359 -0.3099 2.4693
H 2.9625 2.9092 -0.1789
H 2.0087 1.4648 -0.7817
H 1.0186 2.3983 1.9576
H 0.9969 3.8005 0.7801
H 0.4116 -0.1071 -0.3316
H -1.8368 -1.1071 -1.3019
H -1.7020 3.9475 0.7234
H -7.0135 3.1712 1.8019
H -8.6831 1.1295 2.4625
H -8.3801 -1.3638 1.2252
H -6.3729 -1.6787 -0.5749
H -4.6880 0.8718 -2.2269
C -0.5114 -3.6671 1.7632
O -1.6893 -3.0946 2.3170
C -2.7077 -2.8941 1.3378
C -3.7796 -3.9759 1.4253
O -3.2629 -5.2507 1.0474
C -2.9821 -6.0749 2.1701
H 0.1299 -3.9909 2.5844
H -0.7367 -4.5327 1.1351
H 0.0207 -2.9169 1.1767
H -2.2790 -2.8488 0.3316
H -3.1679 -1.9251 1.5507
H -4.5801 -3.7339 0.7187
H -4.2171 -4.0130 2.4292
H -3.9179 -6.4415 2.6040
H -2.4072 -5.5423 2.9315
H -2.3969 -6.9298 1.8276
C 6.3929 2.0744 -0.5510
O 6.0069 3.1283 -1.4237
C 7.0850 3.5756 -2.2441
C 6.9704 3.0172 -3.6591
O 7.1613 1.6042 -3.6758
C 5.9351 0.8937 -3.7828
H 5.4898 1.6397 -0.1202
H 6.9397 1.2893 -1.0788
H 7.0122 2.4735 0.2584
H 8.0502 3.3157 -1.7978
H 7.0191 4.6664 -2.2900
H 7.7644 3.4537 -4.2736
H 6.0091 3.2876 -4.1099
H 5.5443 0.9803 -4.8016
H 5.1906 1.2582 -3.0707
H 6.1313 -0.1588 -3.5718
```

The highest occupied orbital energy comes out at -8.28 eV. Its lowest unoccupied orbital energy is 0.181 eV. The charge is 0. The calculation puts the orbital gap at 8.46 eV.


# 4
Below is a structure of composition C25H54N4O2PPdS3SbSi3, with properties calculated with the ωB97M-V functional and the def2-TZVPD basis.

```
94
C25H54N4O2PPdS3SbSi3 (the ωB97M-V functional and the def2-TZVPD basis)
Pd 1.2771 -0.1275 -0.0439
C 2.2392 4.1787 3.1227
C 1.0810 3.6090 3.9300
N 0.9558 2.1745 3.8216
C 0.5318 1.5752 2.6582
S 0.8579 -0.1177 2.5086
N -0.0790 2.3818 1.8012
N -0.4844 1.6703 0.7135
C -1.0797 2.2474 -0.2569
C -1.3881 3.7141 -0.3321
C -1.4598 1.3117 -1.3611
C -2.3457 1.6908 -2.3680
C -2.6787 0.7730 -3.3508
C -2.1380 -0.4999 -3.2946
C -1.2710 -0.7998 -2.2485
N -0.9327 0.0827 -1.3198
H 2.2674 5.2675 3.2048
H 2.1347 3.9153 2.0709
H 3.1954 3.7866 3.4739
H 0.1412 4.0532 3.6028
H 1.2074 3.8420 4.9936
H 1.6335 1.6143 4.3173
H -0.5829 4.2630 0.1570
H -2.3121 3.9646 0.1976
H -1.4741 4.0586 -1.3611
H -2.7634 2.6879 -2.3823
H -3.3546 1.0546 -4.1518
H -2.3638 -1.2530 -4.0370
H -0.8091 -1.7761 -2.1419
C 4.0216 4.0917 -0.7847
Si 4.1812 2.7283 -2.0801
C 4.0919 3.6118 -3.7533
C 5.9592 2.1130 -1.9411
Sb 2.1122 1.2687 -1.9807
Si 3.4299 -0.5443 0.5742
C 3.5091 -2.0435 1.7392
C 4.6766 -1.0515 -0.7644
C 4.2354 0.8943 1.4892
Si 2.6958 -0.2291 -3.9457
C 2.0905 -1.9801 -3.6821
C 4.5265 -0.3569 -4.3916
C 1.8364 0.4415 -5.4865
H 4.6512 4.9419 -1.0603
H 4.3299 3.7478 0.2016
H 2.9918 4.4365 -0.7033
H 4.7929 4.4496 -3.7785
H 3.0873 3.9880 -3.9359
H 4.3427 2.9382 -4.5714
H 6.6188 2.9290 -2.2492
H 6.1558 1.2507 -2.5772
H 6.2112 1.8356 -0.9177
H 4.0169 -2.8673 1.2347
H 2.5412 -2.4141 2.0655
H 4.0877 -1.7719 2.6266
H 4.2099 -1.7189 -1.4905
H 5.5155 -1.5833 -0.3067
H 5.0627 -0.1933 -1.3143
H 3.7065 1.0956 2.4208
H 4.2104 1.7998 0.8862
H 5.2784 0.6578 1.7215
H 2.6100 -2.4660 -2.8514
H 2.2651 -2.5564 -4.5965
H 1.0321 -2.0362 -3.4302
H 5.1187 -0.6807 -3.5372
H 4.9331 0.5908 -4.7430
H 4.6464 -1.0943 -5.1900
H 0.7583 0.4731 -5.3286
H 2.0436 -0.1851 -6.3579
H 2.1659 1.4581 -5.7013
C -1.9887 -4.0403 -4.3835
C -1.0747 -4.9202 -3.5513
C -0.1026 -5.7122 -4.4081
O -0.3766 -4.0418 -2.6817
P 0.4259 -4.5491 -1.3578
S -0.4998 -6.0985 -0.5668
S 0.8100 -2.9388 -0.3187
O 1.7840 -5.0768 -2.0895
C 3.0769 -4.7844 -1.5638
C 3.3703 -5.6651 -0.3655
C 4.0483 -4.9853 -2.7047
H -2.5451 -4.6377 -5.1082
H -1.4003 -3.2983 -4.9274
H -2.6993 -3.5140 -3.7476
H -1.6688 -5.6061 -2.9313
H 0.5828 -5.0301 -4.9127
H -0.6529 -6.2837 -5.1595
H 0.4846 -6.3983 -3.8026
H 3.0827 -3.7352 -1.2470
H 3.2855 -6.7175 -0.6405
H 2.6625 -5.4632 0.4363
H 4.3780 -5.4725 0.0075
H 4.0329 -6.0242 -3.0424
H 5.0606 -4.7399 -2.3833
H 3.7865 -4.3449 -3.5493
```

The highest occupied orbital energy comes out at -1.35 eV. Its lowest unoccupied orbital energy is 4.468 eV. The charge is -2. The calculation puts the orbital gap at 5.82 eV.


# 5
Below is a structure of composition C8H16MgO8Se, with properties calculated with the ωB97M-V functional and the def2-TZVPD basis.

```
34
C8H16MgO8Se (the ωB97M-V functional and the def2-TZVPD basis)
Mg -0.2475 0.3607 -0.2046
C -1.8497 -1.8737 0.6840
C -1.1982 -2.1441 -0.6591
O 0.1594 -1.6590 -0.4873
C 1.0082 -1.5644 -1.6611
C 2.2185 -0.7891 -1.1756
O 1.7193 0.4694 -0.6744
C 2.4466 1.1691 0.3396
C 1.8936 0.7908 1.7037
O 0.4494 0.8968 1.6329
C -0.2602 0.2115 2.6937
C -1.7048 0.0548 2.2492
O -1.7367 -0.4518 0.9111
H -1.3245 -2.4082 1.4795
H -2.9009 -2.1577 0.6768
H -1.6818 -1.5881 -1.4716
H -1.1940 -3.2127 -0.8700
H 0.4728 -1.0312 -2.4553
H 1.3043 -2.5579 -1.9956
H 2.9185 -0.6033 -1.9888
H 2.7194 -1.3266 -0.3661
H 2.2945 2.2272 0.1337
H 3.5129 0.9501 0.2842
H 2.2738 1.4567 2.4784
H 2.1410 -0.2423 1.9629
H -0.1957 0.7918 3.6141
H 0.2200 -0.7591 2.8452
H -2.2083 1.0192 2.2111
H -2.2467 -0.5987 2.9326
O -0.1744 2.3789 -3.6311
Se -1.5081 1.5651 -3.1538
O -1.7795 0.1784 -3.9894
O -1.0845 0.9396 -1.6280
O -2.8246 2.4894 -2.8941
```

The highest occupied orbital energy comes out at -7.21 eV. Its lowest unoccupied orbital energy is -0.593 eV. The charge is 0. The calculation puts the relative energy (zero: lowest compared OMol25 entry of this formula, charge and spin) at 181.00 kJ/mol. The calculation puts the orbital gap at 6.62 eV.


# 6
Below is a structure of composition C18H18AuCl2N6PS at a distorted geometry, with properties calculated with the ωB97M-V functional and the def2-TZVPD basis.

```
47
C18H18AuCl2N6PS (the ωB97M-V functional and the def2-TZVPD basis)
Au 0.2851 0.2538 1.7276
C 4.5045 0.0907 -1.9302
N 3.9385 0.0347 -0.6070
C 4.5932 -0.0478 0.5744
C 3.6338 -0.0779 1.5547
N 2.4127 -0.0155 0.9776
C 2.6151 0.0561 -0.3355
P 1.3923 0.0668 -1.6884
C 0.3889 1.4740 -1.0944
N -0.0030 1.7085 0.1537
C -0.6636 2.8854 0.1634
C -0.6733 3.3842 -1.1084
N -0.0130 2.4888 -1.8868
C 0.1596 2.5892 -3.3119
C 0.3320 -1.2719 -1.0547
N -0.2327 -1.3381 0.1448
C -0.8782 -2.5216 0.2122
C -0.7071 -3.1841 -0.9727
N 0.0493 -2.3858 -1.7631
C 0.4259 -2.6557 -3.1229
H 5.5859 0.1899 -1.8747
H 4.1062 0.9567 -2.4634
H 4.2671 -0.8208 -2.4849
H 5.6613 -0.0782 0.6513
H 3.7595 -0.1412 2.6172
H -1.0699 3.3003 1.0626
H -1.0910 4.2907 -1.4990
H 0.1190 3.6377 -3.6043
H -0.6405 2.0515 -3.8280
H 1.1213 2.1630 -3.6044
H -1.4034 -2.8349 1.0892
H -1.0736 -4.1352 -1.2970
H 0.5855 -3.7221 -3.2568
H 1.3472 -2.1268 -3.3662
H -0.3598 -2.3334 -3.8092
Cl -0.7275 -1.3724 3.4814
C -2.3435 -0.7573 3.3352
C -3.4222 -1.6087 3.3695
C -4.7143 -1.0799 3.2895
C -4.9189 0.2829 3.1733
C -3.8344 1.1497 3.1462
Cl -4.0729 2.8292 2.9904
C -2.5134 0.6370 3.2156
S -1.1850 1.7150 3.1353
H -3.2725 -2.6723 3.4673
H -5.5569 -1.7517 3.3269
H -5.9132 0.6976 3.1045
```

The highest occupied orbital energy (alpha / beta) comes out at -14.38 / -14.37 eV. Its lowest unoccupied orbital energy (alpha / beta) is -9.180 / -9.189 eV. The charge is +2. The calculation puts the orbital gap (alpha / beta) at 5.20 / 5.19 eV.


no.,E (hartree)
1,-1953.59277
2,-422.42891
3,-2063.23150
4,-4127.31793
5,-3517.79074
6,-2820.29561